Molecular formula: C7H6F2
Method: DFT, ωB97M-V with the def2-TZVPD basis set

Each line ends with the Mulliken charge.
Cartesian coordinates (Å):
F1 -2.480 0.434 -0.538  -0.3143
C1 -1.618 -0.629 -0.378  0.9855
F2 -2.544 -1.678 -0.400  -0.2975
C2 -0.532 -0.734 0.585  -0.4430
C3 0.267 0.200 1.531  -0.6546
C4 1.157 1.083 0.981  -0.0646
C5 1.346 1.193 -0.397  -0.3839
C6 0.743 0.279 -1.243  -0.3895
C7 -0.260 -0.781 -0.944  -0.5956
H1 -0.700 -1.668 1.155  0.3799
H2 0.037 0.046 2.569  0.3929
H3 1.786 1.675 1.755  0.2459
H4 1.939 2.030 -0.822  0.3425
H5 1.051 0.164 -2.271  0.3157
H6 -0.192 -1.614 -1.581  0.4806

Output
Total energy: -12788.20319 eV
Frontier orbital gap: 8.8 eV
SMILES: FC1(F)[C@@H]2C=CC=C[C@@H]21
Net charge: 0
F_max: 4.87 eV Å⁻¹
LUMO level: 0.28 eV
Energy above the lowest of the compared OMol25 structures with the same formula, charge and spin: 33.10 kJ/mol


Molecular formula: C4H2CuO
Method: DFT, ωB97M-V with the def2-TZVPD basis set

Each line ends with the Mulliken charge.
Cartesian coordinates (Å):
C1 -1.071 -1.616 -0.170  -0.3763
C2 -0.178 -1.246 0.670  0.1313
H1 0.490 -1.814 1.339  0.3296
O1 -1.405 1.557 0.154  -0.2261
C3 -0.575 1.057 -0.539  0.4486
C4 0.146 -0.201 -0.462  -0.5103
H2 0.547 -0.526 -1.433  0.5604
Cu1 2.021 0.411 0.064  0.6426

Output
<S²>: 2.03
Total energy: -50850.44042 eV
Frontier orbital gap (spin up / spin down): 6.3 / 6.3 eV
Net charge: +1
F_max: 2.00 eV Å⁻¹
LUMO level (spin up / spin down): -6.73 / -9.37 eV
Multiplicity: 3
Energy above the lowest of the compared OMol25 structures with the same formula, charge and spin: 300.93 kJ/mol


Molecular formula: C4H9NOS
Method: DFT, ωB97M-V with the def2-TZVPD basis set

Each line ends with the Mulliken charge.
Cartesian coordinates (Å):
C1 -2.093 0.590 1.615  -1.1903
C2 -0.966 0.607 0.609  0.7248
O1 -0.784 1.497 -0.191  -0.5788
N1 -0.165 -0.520 0.671  -0.2708
C3 1.100 -0.567 -0.076  -0.4978
C4 0.873 -0.453 -1.587  -0.7206
S1 2.489 -0.641 -2.449  -0.2209
H1 -1.765 0.952 2.579  0.2988
H2 -2.895 1.226 1.275  0.3348
H3 -2.470 -0.431 1.690  0.3423
H4 -0.089 -0.838 1.628  0.2606
H5 1.815 0.198 0.248  0.3152
H6 1.474 -1.575 0.143  0.4005
H7 0.558 0.536 -1.858  0.3290
H8 0.190 -1.246 -1.882  0.3479
H9 2.728 0.664 -2.414  0.1254

Output
Total energy: -18667.05984 eV
Frontier orbital gap: 9.9 eV
SMILES: CC(=O)NCCS
Net charge: 0
F_max: 1.24 eV Å⁻¹
LUMO level: 0.77 eV
Energy above the lowest of the compared OMol25 structures with the same formula, charge and spin: 45.02 kJ/mol


Question: Which formula does entry 3 have?
Answer: C4H9NOS


Question: What is the F_max in the second record?
Answer: 2.00 eV Å⁻¹


Question: energy above the lowest of the compared OMol25 structures with the same formula, charge and spin of number 2 (C4H2CuO)?
Answer: 300.93 kJ/mol


Question: The lowest F_max belongs to which entry?
Answer: C4H9NOS